[1]
The following is a DFT calculation (ωB97M-V/def2-TZVPD) of a cluster of 2 separate species, C2H7N2OS in total in a non-equilibrium geometry.

Each line ends with the natural charge from an NBO analysis.
Element x y z (Å)
S -0.790 -1.808 1.323  0.629
O 0.701 -1.159 1.321  -0.645
N -1.957 0.113 -1.604  -0.758
N 0.226 -0.203 -1.179  -0.815
C -1.032 -0.381 -0.926  0.474
C 0.932 0.162 1.867  -0.261
H -1.643 0.801 -2.417  0.415
H -2.875 -0.212 -1.527  0.441
H -0.019 0.572 2.181  0.203
H 1.249 0.706 0.973  0.200
H 0.729 -0.882 -0.611  0.449
H 0.591 0.573 -1.759  0.429
H 1.596 0.209 2.728  0.237

## Properties
HOMO level (alpha / beta)	-14.24 / -14.23	eV
relative energy (zero: lowest compared OMol25 entry of this formula, charge and spin)	3.567	eV
electronic energy	-662.9585	Ha
spin multiplicity	1
net charge	+1



[2]
The following is a DFT calculation (ωB97M-V/def2-TZVPD) of a cluster of 2 separate species, C2H7N2P in total in a non-equilibrium geometry.

Each line ends with the natural charge from an NBO analysis.
Element x y z (Å)
P -1.195 -3.256 1.314  0.751
N 1.081 0.672 -0.980  -0.625
N -1.127 -2.239 0.072  -1.013
C 1.242 1.454 0.240  -0.256
C -0.146 1.276 -0.372  -0.250
H 1.607 2.455 0.316  0.191
H -0.314 -2.333 -0.497  0.358
H 1.455 0.838 1.099  0.194
H 1.241 1.001 -1.917  0.367
H -0.881 0.682 0.071  0.208
H -2.473 -2.781 1.700  -0.097
H -0.491 2.231 -1.046  0.172

## Properties
HOMO level	-9.25	eV
relative energy (zero: lowest compared OMol25 entry of this formula, charge and spin)	2.883	eV
electronic energy	-531.1459	Ha
spin multiplicity	1
net charge	0



[3]
The following is a DFT calculation (ωB97M-V/def2-TZVPD) of a structure of composition C2H7N2S2 in a non-equilibrium geometry.

Each line ends with the natural charge from an NBO analysis.
Element x y z (Å)
S -0.974 1.143 -2.311  0.268
S -2.384 -0.260 -1.714  0.300
N 1.175 0.215 -0.691  -0.818
N 0.250 0.002 1.730  -1.005
C -1.133 -0.672 -0.587  -0.502
C -0.152 0.110 -1.208  -0.100
H -0.136 -0.643 2.365  0.423
H 1.778 -0.474 -1.195  0.427
H -0.967 -1.327 0.171  0.230
H 0.873 0.503 2.398  0.443
H 0.850 -0.173 0.664  0.458
H -0.675 0.421 1.280  0.459
H 1.495 1.154 -0.902  0.416

## Properties
HOMO level	-12.68	eV
relative energy (zero: lowest compared OMol25 entry of this formula, charge and spin)	2.408	eV
electronic energy	-985.9668	Ha
spin multiplicity	1
net charge	+1



[4]
The following is a DFT calculation (ωB97M-V/def2-TZVPD) of the ion C2H7N2S3 with charge +1 in a non-equilibrium geometry.

Each line ends with the natural charge from an NBO analysis.
Element x y z (Å)
S 2.925 0.150 0.448  0.318
S -1.447 -1.599 -0.385  0.223
S 4.195 -0.503 -0.940  -0.031
N 1.296 -0.339 0.082  -0.678
N -0.994 0.051 -0.077  -0.506
C 0.275 0.439 0.130  0.369
C -2.250 0.999 0.013  -0.422
H -2.829 0.630 0.907  0.223
H 0.526 1.545 0.226  0.247
H -2.545 -1.519 0.596  0.173
H 4.700 -1.659 -0.351  0.162
H 1.145 -1.303 0.054  0.424
H -2.943 1.055 -0.884  0.257
H -2.054 2.053 0.181  0.240

## Properties
HOMO level	-13.40	eV
relative energy (zero: lowest compared OMol25 entry of this formula, charge and spin)	0.397	eV
electronic energy	-1384.1724	Ha
spin multiplicity	1
net charge	+1



[5]
The following is a DFT calculation (ωB97M-V/def2-TZVPD) of the molecule C2H7N3 in a non-equilibrium geometry.

Each line ends with the natural charge from an NBO analysis.
Element x y z (Å)
N -1.821 0.499 0.437  -0.839
N 1.656 0.145 0.469  -0.784
N 0.348 -1.129 -1.033  -0.821
C -0.630 0.769 -0.330  -0.472
C 0.510 -0.116 -0.189  0.468
H 0.856 -2.005 -0.909  0.372
H 1.682 0.943 1.083  0.409
H -1.725 0.621 1.441  0.329
H 2.436 -0.494 0.439  0.389
H -0.680 -0.671 -1.354  0.430
H -0.389 1.833 -0.282  0.170
H -2.244 -0.395 0.227  0.348

## Properties
HOMO level	-6.68	eV
relative energy (zero: lowest compared OMol25 entry of this formula, charge and spin)	3.070	eV
electronic energy	-244.5625	Ha
spin multiplicity	1
net charge	0



[6]
The following is a DFT calculation (ωB97M-V/def2-TZVPD) of a cluster of 2 separate species, C2H7N3 in total in a non-equilibrium geometry.

Each line ends with the natural charge from an NBO analysis.
Element x y z (Å)
N -1.106 1.677 1.142  -0.713
N -0.420 0.725 -0.982  -0.843
N 0.274 -2.313 -0.360  -0.587
C 1.287 -2.172 0.546  -0.087
C -0.785 1.809 -0.168  0.270
H -0.655 2.792 -0.618  0.151
H 0.009 -0.111 -0.584  0.404
H -0.998 2.632 1.441  0.327
H -0.292 0.726 -1.986  0.397
H 1.108 -1.659 1.441  0.173
H 2.193 -1.959 -0.004  0.177
H -0.614 -2.147 0.131  0.331

## Properties
HOMO level	-9.15	eV
relative energy (zero: lowest compared OMol25 entry of this formula, charge and spin)	2.414	eV
electronic energy	-244.5867	Ha
spin multiplicity	1
net charge	0



> Which value of net charge does entry 2 give?

0



> Which value of net charge does entry 4 give?

+1



> Number 1 is which compound?

C2H7N2OS



> Which formula does entry 5 have?

C2H7N3